# C26H43BrFN3O5S2

A cluster of 2 separate species, C26H43BrFN3O5S2 in total at a distorted geometry (ωB97M-V with the def2-TZVPD basis set, the OMol25 dataset).

Last columns: bonded neighbours and bond lengths (Å).
Geometry (Å):
1 C 0.35 5.97 0.84  C2 1.533, H33 1.092, H34 1.089, H35 1.090
2 C -1.09 5.59 1.21  C1 1.533, O3 1.419, H36 1.094, H37 1.090
3 O -2.05 6.00 0.24  C2 1.419, C4 1.413
4 C -2.14 5.09 -0.84  O3 1.413, C5 1.535, H38 1.095, H39 1.091
5 C -3.12 3.94 -0.55  C4 1.535, O6 1.408, H40 1.097, H41 1.098
6 O -2.52 2.70 -0.83  C5 1.408, C7 1.424
7 C -3.45 1.62 -0.84  O6 1.424, C8 1.519, H42 1.092, H43 1.092
8 C -2.79 0.41 -0.20  C7 1.519, O9 1.417, H44 1.096, H45 1.094
9 O -2.47 0.73 1.14  C8 1.417, C10 1.418
10 C -1.58 -0.21 1.74  O9 1.418, C11 1.543, H46 1.092, H47 1.093
11 C -0.56 0.52 2.64  C10 1.543, C12 1.474, C14 1.549, C18 1.579
12 C -0.09 1.71 1.91  C11 1.474, N13 1.148
13 N 0.43 2.60 1.39  C12 1.148
14 C -1.09 0.89 4.04  C11 1.549, C15 1.529, H48 1.090, H49 1.090
15 C -2.42 1.63 4.18  C14 1.529, C16 1.522, Br17 1.970, H50 1.088
16 C -2.58 2.89 3.35  C15 1.522, H51 1.086, H52 1.092, H53 1.092
17 Br -3.99 0.45 4.01  C15 1.970
18 C 0.67 -0.46 2.84  C11 1.579, F19 1.395, C20 1.485, C22 1.528
19 F 1.27 -0.17 4.06  C18 1.395
20 C 0.19 -1.86 2.95  C18 1.485, N21 1.147
21 N -0.11 -2.97 2.94  C20 1.147
22 C 1.78 -0.40 1.79  C18 1.528, C23 1.542, H54 1.092, H55 1.088
23 C 1.48 -1.00 0.40  C22 1.542, C24 1.530, H56 1.091, H57 1.091
24 C 1.14 0.03 -0.67  C23 1.530, S25 1.815, H58 1.090, H59 1.088
25 S 0.88 -0.80 -2.26  C24 1.815, C26 1.765
26 C 2.40 -0.62 -3.13  S25 1.765, S27 1.633, N28 1.401
27 S 3.78 -0.13 -2.40  C26 1.633
28 N 2.22 -0.97 -4.48  C26 1.401, C29 1.478, C31 1.471
29 C 1.93 0.17 -5.36  N28 1.478, C30 1.561, H60 1.089, H61 1.085
30 C 0.41 0.25 -5.74  C29 1.561, H62 1.086, H63 1.091, H64 1.089
31 C 3.20 -1.93 -5.00  N28 1.471, C32 1.547, H65 1.093, H66 1.088
32 C 4.57 -1.36 -5.46  C31 1.547, H67 1.089, H68 1.088, H69 1.088
33 H 1.03 5.19 1.18  C1 1.092
34 H 0.48 6.06 -0.24  C1 1.089
35 H 0.65 6.90 1.32  C1 1.090
36 H -1.15 4.51 1.36  C2 1.094
37 H -1.36 6.09 2.15  C2 1.090
38 H -1.16 4.69 -1.10  C4 1.095
39 H -2.49 5.67 -1.69  C4 1.091
40 H -4.02 4.10 -1.16  C5 1.097
41 H -3.44 4.03 0.50  C5 1.098
42 H -3.71 1.38 -1.87  C7 1.092
43 H -4.33 1.90 -0.26  C7 1.092
44 H -3.52 -0.41 -0.20  C8 1.096
45 H -1.91 0.16 -0.79  C8 1.094
46 H -1.10 -0.78 0.95  C10 1.092
47 H -2.17 -0.91 2.34  C10 1.093
48 H -0.34 1.52 4.51  C14 1.090
49 H -1.17 -0.04 4.61  C14 1.090
50 H -2.48 1.93 5.23  C15 1.088
51 H -2.41 2.74 2.29  C16 1.086
52 H -3.61 3.25 3.46  C16 1.092
53 H -1.94 3.68 3.75  C16 1.092
54 H 2.59 -1.00 2.22  C22 1.092
55 H 2.18 0.61 1.71  C22 1.088
56 H 0.70 -1.76 0.43  C23 1.091
57 H 2.38 -1.51 0.06  C23 1.091
58 H 0.20 0.57 -0.50  C24 1.090
59 H 1.92 0.78 -0.78  C24 1.088
60 H 2.18 1.09 -4.83  C29 1.089
61 H 2.49 0.08 -6.28  C29 1.085
62 H -0.09 1.08 -5.26  C30 1.086
63 H 0.30 0.31 -6.82  C30 1.091
64 H -0.05 -0.69 -5.44  C30 1.089
65 H 2.73 -2.40 -5.87  C31 1.093
66 H 3.33 -2.72 -4.27  C31 1.088
67 H 5.37 -1.90 -4.96  C32 1.089
68 H 4.70 -1.42 -6.54  C32 1.088
69 H 4.67 -0.32 -5.17  C32 1.088
70 O 0.17 -9.24 0.83  C71 1.195
71 C 0.41 -8.13 1.22  O70 1.195, O72 1.354, C75 1.518
72 O -0.32 -7.05 0.85  C71 1.354, C73 1.440
73 C 0.25 -5.85 1.39  O72 1.440, C74 1.522, H76 1.093, H77 1.084
74 C 1.07 -6.30 2.59  C73 1.522, C75 1.528, H78 1.088, H79 1.091
75 C 1.52 -7.69 2.15  C71 1.518, C74 1.528, H80 1.091, H81 1.086
76 H 0.87 -5.38 0.62  C73 1.093
77 H -0.55 -5.17 1.66  C73 1.084
78 H 1.88 -5.62 2.84  C74 1.088
79 H 0.42 -6.38 3.47  C74 1.091
80 H 2.45 -7.67 1.59  C75 1.091
81 H 1.62 -8.40 2.98  C75 1.086

Its SMILES is CCOCCOCCOC[C@@](C#N)(C[C@@H](C)Br)[C@@](F)(C#N)CCCSC(=S)N(CC)CC.O=C1CCCO1. As for the gap between HOMO and LUMO: 8.56 eV. The HOMO energy is -8.7893 eV. Its energy above the lowest of the compared OMol25 structures with the same formula, charge and spin is 0.0 kJ/mol. As for the multiplicity: 1.